DFT (the ωB97M-V functional and the def2-TZVPD basis) results for C17H38BBeCl4FMgN2O8 as an isolated structure in a non-equilibrium geometry.

For the total energy, the calculation gives -96917.345 eV. The lowest unoccupied orbital energy is -4.3 eV. The multiplicity is 1. For the orbital gap, the calculation gives 0.0758 Eh.

Element x y z (Å)
C1 2.136 -0.294 -0.377
O1 1.708 0.629 0.612
C2 0.373 0.386 0.934
C3 -0.541 0.936 -0.183
C4 -1.030 2.411 -0.051
C5 -2.058 2.508 -1.254
C6 -3.132 3.604 -1.105
C7 -2.467 4.952 -1.569
O2 -2.427 4.899 -3.014
C8 -2.489 1.015 -1.457
B1 -3.967 0.624 -1.907
C9 -4.860 -0.540 -1.251
O3 -4.522 1.318 -2.969
N1 -1.810 0.157 -0.424
Cl1 -2.598 0.105 1.132
H1 1.783 -1.336 -0.192
H2 1.700 0.066 -1.351
H3 3.237 -0.344 -0.492
H4 0.147 0.836 1.924
H5 0.242 -0.712 1.090
H6 0.056 0.958 -1.128
H7 -0.200 3.140 -0.059
H8 -1.521 2.638 0.921
H9 -1.383 2.765 -2.090
H10 -3.439 3.764 -0.048
H11 -4.013 3.480 -1.755
H12 -3.100 5.813 -1.302
H13 -1.420 5.035 -1.230
H14 -1.520 4.746 -3.298
H15 -1.902 0.731 -2.371
H16 -5.317 -0.213 -0.300
H17 -5.710 -0.769 -1.926
H18 -4.250 -1.457 -1.144
H19 -5.251 0.798 -3.338
H20 -1.466 -0.731 -0.817
C10 2.491 -0.969 3.619
C11 1.604 -2.218 3.362
O4 2.163 -3.301 3.427
O5 0.407 -1.919 3.120
H21 3.521 -1.242 3.809
H22 2.392 -0.284 2.674
H23 2.121 -0.403 4.477
C12 -1.290 -1.403 6.172
C13 -0.341 -0.291 6.345
N2 0.393 0.588 6.463
H24 -0.962 -2.300 6.700
H25 -2.286 -1.146 6.556
H26 -1.404 -1.683 5.111
C14 -7.136 -0.033 -6.067
Cl2 -7.568 1.675 -6.061
Cl3 -7.039 -0.681 -4.415
H27 -7.894 -0.588 -6.613
H28 -6.170 -0.152 -6.545
F1 -2.204 1.914 3.031
Be1 -8.789 -2.495 -3.938
O6 0.863 0.254 -3.024
H29 1.454 -0.212 -3.620
C15 6.557 -2.941 0.953
C16 5.948 -2.532 -0.374
C17 6.430 -3.425 -1.507
O7 6.293 -1.177 -0.654
H30 7.646 -2.852 0.923
H31 6.208 -2.284 1.752
H32 6.296 -3.972 1.211
H33 4.857 -2.580 -0.310
H34 7.516 -3.356 -1.618
H35 5.992 -3.111 -2.457
H36 6.164 -4.469 -1.329
H37 7.255 -1.120 -0.712
O8 9.040 -1.257 1.748
H38 8.499 -0.782 2.389
Mg1 -1.608 0.245 4.549
Cl4 3.661 0.661 2.211



DFT (the ωB97M-V functional and the def2-TZVPD basis) results for a 3-piece molecular cluster, C17H38F2N2O8S2 overall in a non-equilibrium geometry.

For the total energy, the calculation gives -64706.856 eV. The lowest unoccupied orbital energy is 0.0 eV. The SMILES is O=C(O[C@@H](F)CCCS)S(=O)(=O)F.COCCNCCOC.COCCNCCOC. The multiplicity is 1. For the orbital gap, the calculation gives 0.3165 Eh.

Element x y z (Å)
O1 3.431 2.065 3.556
C1 3.199 2.302 2.419
O2 2.132 2.909 1.911
C2 0.883 2.483 2.460
F1 0.464 3.413 3.381
C3 -0.150 2.371 1.342
C4 -0.567 0.889 1.204
C5 0.603 0.115 0.534
S1 1.163 -1.363 1.425
S2 4.464 1.831 1.171
O3 3.986 2.088 -0.142
O4 5.670 2.429 1.614
F2 4.528 0.307 1.378
H1 1.014 1.547 3.002
H2 0.306 2.641 0.392
H3 -1.005 2.998 1.577
H4 -1.490 0.806 0.649
H5 -0.699 0.457 2.190
H6 0.311 -0.150 -0.479
H7 1.470 0.764 0.424
H8 0.555 -1.170 2.602
C6 6.027 1.474 -5.408
O5 4.739 1.135 -5.886
C7 4.711 -0.045 -6.680
C8 3.885 -1.115 -6.002
N1 4.561 -1.610 -4.809
C9 3.744 -2.489 -3.979
C10 2.534 -1.876 -3.282
O6 2.868 -0.927 -2.288
C11 3.004 0.411 -2.739
H9 5.940 2.420 -4.875
H10 6.413 0.718 -4.717
H11 6.733 1.603 -6.234
H12 5.721 -0.408 -6.891
H13 4.241 0.214 -7.633
H14 3.731 -1.946 -6.696
H15 2.905 -0.678 -5.767
H16 4.852 -0.818 -4.251
H17 4.398 -2.897 -3.205
H18 3.409 -3.335 -4.587
H19 2.018 -2.686 -2.759
H20 1.811 -1.456 -3.991
H21 2.332 0.630 -3.574
H22 4.034 0.636 -3.027
H23 2.751 1.063 -1.907
C12 -7.182 -2.939 2.982
O7 -7.272 -1.541 2.786
C13 -7.388 -0.796 3.994
C14 -6.182 0.097 4.178
N2 -4.992 -0.695 4.461
C15 -3.748 0.066 4.443
C16 -3.292 0.642 3.107
O8 -2.927 -0.340 2.150
C17 -4.000 -0.793 1.339
H24 -7.167 -3.407 2.000
H25 -6.266 -3.214 3.516
H26 -8.049 -3.316 3.534
H27 -7.520 -1.455 4.857
H28 -8.282 -0.171 3.909
H29 -6.363 0.781 5.011
H30 -6.070 0.694 3.262
H31 -4.927 -1.437 3.776
H32 -2.960 -0.601 4.801
H33 -3.826 0.882 5.169
H34 -2.385 1.223 3.305
H35 -4.018 1.344 2.680
H36 -4.734 -0.005 1.156
H37 -4.499 -1.662 1.776
H38 -3.578 -1.106 0.383



DFT (the ωB97M-V functional and the def2-TZVPD basis) results for C17H39Br16N2O3P2 as an isolated structure in a non-equilibrium geometry.

For the total energy, the calculation gives -1166643.635 eV. The lowest unoccupied orbital energy is 1.2 eV. The multiplicity is 1. Its charge is -1. For the orbital gap, the calculation gives 0.1787 Eh.

Element x y z (Å)
C1 3.930 -1.239 -3.340
P1 5.512 -2.314 -3.260
O1 4.992 -3.910 -3.842
N1 6.801 -1.719 -4.336
P2 6.224 -1.425 -6.000
N2 7.577 -1.431 -6.945
O2 5.093 -2.623 -6.594
O3 5.571 0.213 -6.151
H1 4.046 -0.317 -2.603
H2 3.021 -1.874 -2.918
H3 3.685 -0.841 -4.413
H4 5.849 -4.461 -3.755
H5 7.669 -0.471 -7.394
H6 4.154 -2.360 -6.351
H7 5.836 0.753 -5.341
Br1 -0.659 -1.591 -3.518
C2 -0.292 0.166 -4.281
C3 0.272 0.049 -5.678
Br2 2.150 -0.478 -5.639
H8 0.374 0.683 -3.585
H9 -1.260 0.675 -4.298
H10 0.260 1.020 -6.181
H11 -0.252 -0.683 -6.298
Br3 -1.616 -1.214 0.454
C4 0.208 -1.191 1.143
C5 0.875 0.139 0.880
Br4 1.431 0.294 -0.983
H12 0.731 -2.037 0.689
H13 0.107 -1.366 2.218
H14 1.798 0.228 1.460
H15 0.233 0.997 1.095
Br5 -1.664 2.040 3.499
C6 -3.298 1.655 2.505
C7 -3.792 2.879 1.770
Br6 -4.665 4.129 2.987
H16 -4.021 1.256 3.221
H17 -3.021 0.867 1.798
H18 -4.562 2.607 1.043
H19 -2.997 3.431 1.261
Br7 -0.217 -1.819 5.122
C8 1.608 -1.796 5.811
C9 2.275 -0.466 5.549
Br8 2.831 -0.310 3.686
H20 2.131 -2.642 5.358
H21 1.507 -1.971 6.887
H22 3.198 -0.377 6.129
H23 1.632 0.392 5.763
Br9 11.139 0.035 -6.012
C10 10.900 -0.327 -7.913
C11 11.081 0.927 -8.736
Br10 9.513 2.081 -8.619
H24 9.914 -0.785 -8.030
H25 11.669 -1.064 -8.160
H26 11.174 0.681 -9.798
H27 11.943 1.527 -8.430
Br11 -9.126 4.067 0.369
C12 -9.763 3.713 2.178
C13 -8.628 3.753 3.174
Br12 -7.554 2.127 3.087
H28 -10.284 2.752 2.151
H29 -10.485 4.508 2.385
H30 -9.014 3.783 4.197
H31 -7.946 4.594 3.023
Br13 -6.743 -1.354 4.327
C14 -7.815 -2.799 3.573
C15 -9.093 -2.271 2.965
Br14 -10.403 -1.836 4.343
H32 -7.981 -3.525 4.373
H33 -7.181 -3.251 2.804
H34 -9.573 -3.038 2.350
H35 -8.949 -1.369 2.365
Br15 -3.200 1.811 9.370
C16 -2.061 0.552 8.410
C17 -2.143 0.770 6.917
Br16 -3.799 0.042 6.186
H36 -2.363 -0.452 8.720
H37 -1.049 0.751 8.773
H38 -1.344 0.228 6.404
H39 -2.103 1.824 6.629



DFT (the ωB97M-V functional and the def2-TZVPD basis) results for C17H39CoN4O2SSb as an isolated structure in a non-equilibrium geometry.

For the total energy, the calculation gives -83306.945 eV. The lowest unoccupied orbital energy (alpha / beta) is -3.3 / -3.2 eV. The multiplicity is 1. Its charge is +1. For the orbital gap (alpha / beta), the calculation gives 0.2529 / 0.2567 Eh.

Element x y z (Å)
Co1 -0.066 1.530 -0.503
C1 3.581 2.775 1.313
C2 2.215 2.307 0.941
N1 1.838 2.133 -0.272
O1 2.727 2.481 -1.244
C3 1.213 1.944 1.944
C4 1.549 1.741 3.384
N2 0.022 1.802 1.457
O2 -0.960 1.398 2.214
H1 3.992 3.398 0.523
H2 4.242 1.911 1.428
H3 3.570 3.325 2.251
H4 2.192 2.437 -2.061
H5 2.394 1.056 3.488
H6 0.683 1.331 3.895
H7 1.820 2.684 3.865
S1 -0.277 2.351 -2.416
N3 -4.496 1.769 1.369
C5 -4.324 0.597 0.443
C6 -2.834 0.486 0.149
N4 -2.276 1.719 -0.416
C7 -2.595 2.914 0.374
C8 -4.081 3.038 0.673
H8 -3.854 1.633 2.158
H9 -5.448 1.831 1.727
H10 -4.906 0.790 -0.457
H11 -4.699 -0.304 0.925
H12 -2.653 -0.336 -0.540
H13 -2.296 0.291 1.081
H14 -2.557 1.851 -1.385
H15 -2.243 3.793 -0.162
H16 -2.054 2.840 1.317
H17 -4.681 3.141 -0.230
H18 -4.271 3.882 1.333
C9 -0.379 -3.928 -0.281
C10 -0.997 -2.570 -0.602
C11 -1.839 -2.639 -1.876
Sb1 0.450 -0.953 -0.818
C12 1.893 -1.318 0.770
C13 2.898 -2.435 0.508
C14 1.102 -1.522 2.063
C15 1.335 -1.384 -2.763
C16 2.262 -0.237 -3.148
C17 2.038 -2.732 -2.877
H19 -1.173 -4.676 -0.198
H20 0.167 -3.926 0.660
H21 0.298 -4.256 -1.068
H22 -1.623 -2.259 0.239
H23 -1.246 -3.026 -2.708
H24 -2.232 -1.664 -2.177
H25 -2.685 -3.316 -1.734
H26 2.423 -0.365 0.832
H27 2.410 -3.375 0.247
H28 3.490 -2.614 1.411
H29 3.590 -2.169 -0.290
H30 0.541 -2.457 2.049
H31 0.397 -0.705 2.244
H32 1.787 -1.569 2.915
H33 0.460 -1.373 -3.418
H34 3.116 -0.172 -2.467
H35 1.728 0.712 -3.139
H36 2.650 -0.392 -4.158
H37 2.913 -2.785 -2.232
H38 2.382 -2.865 -3.906
H39 1.380 -3.569 -2.644